No. 1
A 2-piece molecular cluster, C2H2INO2S overall, computed with ωB97M-V with the def2-TZVPD basis set.

Output
Molar mass (u): 231.0
Energy (a.u.): -978.3488
Charge: 0
Kohn-Sham gap (eV): 8.4
Spin multiplicity: 1
HOMO level (eV): -10.7543
Energy above the lowest of the compared OMol25 structures with the same formula, charge and spin (eV): 3.3777

XYZ file:
```
9
Properties=species:S:1:pos:R:3:mulliken_charge:R:1
C -1.213 1.932 -0.045 0.099
C 0.074 0.147 -0.314 -0.400
N -1.959 2.786 0.134 -0.334
O 1.245 1.848 1.292 -0.465
O 1.518 2.227 -1.150 -0.471
S 1.368 1.342 -0.050 0.813
I 3.400 -0.086 0.031 -0.018
H -0.245 -0.504 -1.163 0.355
H -0.285 -0.410 0.447 0.422
```

***

No. 2
A 2-piece molecular cluster, C2H2INO3 overall, computed with ωB97M-V with the def2-TZVPD basis set.

Output
Molar mass (u): 214.9
Energy (a.u.): -655.3900
Charge: 0
Kohn-Sham gap (eV): 8.2
Spin multiplicity: 1
HOMO level (eV): -9.1962
Energy above the lowest of the compared OMol25 structures with the same formula, charge and spin (eV): 5.8076

XYZ file:
```
9
Properties=species:S:1:pos:R:3:mulliken_charge:R:1
C -1.388 2.128 0.204 0.092
C 1.443 -0.560 -0.119 -0.445
N 0.216 -0.650 -0.511 0.765
O -0.369 -0.617 -1.529 -0.611
O -0.614 2.261 1.001 -0.122
O -0.695 -0.812 0.710 -0.530
I -2.617 -0.549 0.151 0.305
H 1.680 -0.895 0.874 0.282
H 2.344 -0.304 -0.781 0.265
```

***

No. 3
A single C2H2INO3 molecule, computed with ωB97M-V with the def2-TZVPD basis set.

Output
Molar mass (u): 214.9
Energy (a.u.): -655.4643
SMILES: O=C(I)C[N+](=O)[O-]
Charge: 0
Kohn-Sham gap (eV): 9.3
Spin multiplicity: 1
HOMO level (eV): -10.0469
Energy above the lowest of the compared OMol25 structures with the same formula, charge and spin (eV): 3.7882

XYZ file:
```
9
Properties=species:S:1:pos:R:3:mulliken_charge:R:1
O -0.116 -1.919 -1.095 -0.366
C -0.429 -1.049 -0.380 0.271
I -2.573 -0.485 -0.064 0.013
C 0.450 -0.194 0.542 -0.506
N 0.486 1.156 -0.190 0.835
O -0.280 2.000 0.267 -0.437
O 1.161 1.257 -1.193 -0.499
H 1.373 -0.764 0.634 0.273
H -0.070 -0.001 1.478 0.416
```